The following is a quantum chemistry calculation of the molecule C5H9FO4 at a distorted geometry, from the Open Molecules 2025 dataset.

LUMO level: 0.5521 eV
Relative energy (zero: lowest compared OMol25 entry of this formula, charge and spin): 44.68 kcal/mol
Electronic energy: -16234.6905 eV
Structure (SMILES): O[C@H]1[C@H](O)[C@@H](O)O[C@H]1CF

Geometry (Å):
C (0.904, -0.941, 0.610)
C (-0.424, 0.040, -1.009)
C (-1.905, -0.226, -0.823)
C (0.286, 1.213, -0.128)
C (1.480, 0.401, 0.453)
H (-0.726, -1.811, 1.409)
H (1.726, -1.726, 0.509)
H (-0.139, 0.219, -1.960)
H (-2.531, 0.377, -1.477)
H (-2.228, -1.424, -0.850)
H (0.520, 1.986, -0.700)
H (-0.789, 1.095, 1.538)
H (1.635, 0.873, 1.566)
H (2.276, -0.176, -1.238)
O (0.010, -0.942, 1.737)
O (0.267, -1.245, -0.555)
O (-0.541, 1.680, 0.937)
O (2.599, 0.433, -0.434)
F (-2.419, 0.173, 0.416)

Cartesian forces, eV/Å:
C 1.5347 -2.2784 0.6158
C -0.0914 -1.2531 4.5703
C -1.8802 -1.7526 0.2809
C -2.8171 -5.5187 3.7106
C 0.1977 3.2118 2.1154
H 3.2820 4.0170 1.7840
H -0.7134 0.6321 1.6405
H 0.4983 0.0917 -3.3948
H 0.2175 -0.3440 -0.7274
H 1.2677 3.1414 -0.5468
H 1.2009 3.3845 -2.3726
H -1.4134 -4.6712 3.6779
H 0.5269 -1.0259 -2.9164
H 1.2674 1.8744 2.4895
O -2.4246 -4.4728 -2.4656
O -1.6901 1.9460 -2.0377
O 2.4353 5.5446 -4.9835
O -1.6033 -2.0788 -1.7479
F 0.2051 -0.4480 0.3078

=====

The following is a quantum chemistry calculation of a cluster of 5 separate species, C4H14N2O4 in total at a distorted geometry, from the Open Molecules 2025 dataset.

LUMO level: 0.4958 eV
Relative energy (zero: lowest compared OMol25 entry of this formula, charge and spin): 7.46 kcal/mol
Electronic energy: -15545.6455 eV
Structure (SMILES): Cc1c[nH]cn1.O.O.O.O

Geometry (Å):
C (0.303, -1.401, 1.757)
C (-0.773, -0.554, 1.164)
C (-1.930, -0.099, 1.705)
N (-2.648, 0.467, 0.660)
C (-1.827, 0.437, -0.426)
N (-0.720, -0.206, -0.180)
H (0.698, -1.008, 2.692)
H (-0.096, -2.395, 1.968)
H (1.127, -1.557, 1.066)
H (-2.212, 0.035, 2.733)
H (-3.219, 1.249, 0.953)
H (-2.257, 0.598, -1.404)
H (1.322, -0.485, -0.982)
H (2.718, -0.055, -0.740)
O (2.137, -0.295, -1.480)
H (1.290, 1.289, 0.933)
H (2.264, 2.188, 0.284)
O (2.119, 1.715, 1.117)
H (0.630, 2.625, -2.167)
H (1.537, 1.446, -1.766)
O (1.273, 2.353, -1.507)
H (0.950, -2.739, -1.645)
H (-0.283, -1.875, -1.351)
O (-0.008, -2.734, -1.705)

Cartesian forces, eV/Å:
C -0.1280 -0.3119 0.2634
C 0.5388 -0.1098 -0.1913
C 0.3702 0.2098 -0.2543
N 0.5627 0.7572 1.5039
C -0.8160 -0.6326 -0.4702
N -0.1177 -0.4340 0.1494
H 0.0248 0.1278 0.0080
H 0.0193 0.0083 0.0253
H 0.0427 0.1836 -0.0690
H -0.2625 -0.3082 0.0327
H -0.4864 -0.1558 -0.8168
H 0.4203 0.5731 -0.1129
H -0.2899 0.0594 -0.4069
H 0.2494 0.0166 -0.2920
O -0.0293 -0.0547 0.7876
H -0.7786 -0.2890 0.0394
H -0.0431 0.2216 0.1813
O 0.7307 0.0818 -0.1550
H 0.0376 0.1112 0.0280
H -0.0362 0.2007 0.0584
O 0.0129 -0.2068 -0.2698
H 0.0972 0.0661 -0.0806
H 0.0532 -0.0700 -0.0124
O -0.1720 -0.0443 0.0538

=====

The following is a quantum chemistry calculation of a structure of composition C44H58N11O5P at a distorted geometry, from the Open Molecules 2025 dataset.

Net charge: -2
LUMO level: 4.4730 eV
Relative energy (zero: lowest compared OMol25 entry of this formula, charge and spin): 59.57 kcal/mol
Electronic energy: -82475.0818 eV

Geometry (Å):
O (2.083, -1.512, -1.273)
H (2.618, -0.967, -0.925)
H (1.346, -0.823, -1.551)
H (1.617, -1.469, -0.398)
P (-0.320, 0.305, -0.091)
O (0.468, 1.498, 0.209)
O (0.455, -0.994, 0.413)
O (-0.054, -0.048, -1.586)
O (-1.755, 0.195, 0.294)
N (-3.108, -0.629, 2.158)
C (-4.516, -0.674, 2.307)
C (-4.825, -1.277, 3.514)
C (-3.568, -1.886, 3.906)
C (-2.604, -1.442, 3.087)
H (-2.400, -0.324, 1.345)
H (-5.144, -0.096, 1.487)
H (-5.835, -1.399, 3.744)
H (-3.478, -2.728, 4.659)
H (-1.639, -1.778, 3.236)
N (0.906, 4.145, -0.205)
C (0.238, 5.228, 0.467)
C (0.772, 6.398, 0.029)
C (1.962, 6.019, -0.903)
C (1.844, 4.632, -1.067)
H (0.801, 3.107, -0.003)
H (-0.607, 4.827, 0.977)
H (0.668, 7.360, 0.434)
H (2.796, 6.701, -1.286)
H (2.376, 3.949, -1.671)
N (-2.706, 2.703, 0.646)
C (-2.803, 3.706, -0.353)
C (-3.434, 4.740, 0.261)
C (-3.535, 4.450, 1.782)
C (-2.920, 3.231, 1.869)
H (-2.138, 1.782, 0.349)
H (-2.365, 3.790, -1.231)
H (-3.818, 5.689, -0.269)
H (-4.221, 4.890, 2.591)
H (-2.723, 2.706, 2.994)
N (1.170, 2.555, 2.408)
C (2.060, 3.599, 2.673)
C (1.926, 3.902, 4.002)
C (0.895, 2.865, 4.621)
C (0.636, 2.078, 3.610)
H (0.812, 2.234, 1.291)
H (2.706, 4.008, 1.845)
H (2.654, 4.467, 4.708)
H (0.397, 2.784, 5.674)
H (-0.042, 1.304, 3.701)
N (-0.750, 1.733, -3.265)
C (-0.488, 3.118, -3.295)
C (-0.827, 3.467, -4.659)
C (-1.499, 2.369, -5.439)
C (-1.481, 1.309, -4.413)
H (-0.562, 1.167, -2.467)
H (-0.288, 3.602, -2.359)
H (-0.740, 4.465, -4.955)
H (-1.770, 2.350, -6.433)
H (-1.729, 0.306, -4.684)
N (3.315, -3.108, 1.366)
C (3.227, -4.456, 1.508)
C (4.353, -5.033, 0.890)
C (5.223, -3.859, 0.442)
C (4.489, -2.736, 0.886)
H (2.620, -2.538, 1.752)
H (2.267, -4.907, 1.983)
H (4.584, -6.170, 0.747)
H (6.162, -3.808, -0.188)
H (4.691, -1.731, 0.752)
N (1.233, -1.529, 2.708)
C (2.216, -0.635, 3.002)
C (2.816, -1.174, 4.110)
C (1.994, -2.299, 4.570)
C (1.040, -2.545, 3.683)
H (0.702, -1.266, 1.705)
H (2.603, 0.287, 2.540)
H (3.553, -0.696, 4.519)
H (2.425, -2.824, 5.412)
H (0.416, -3.295, 3.560)
N (-0.175, -1.593, -3.426)
C (-0.819, -2.869, -3.198)
C (-0.558, -3.676, -4.293)
C (0.232, -2.788, -5.215)
C (0.577, -1.607, -4.550)
H (-0.188, -0.673, -2.690)
H (-1.370, -3.019, -2.118)
H (-0.881, -4.634, -4.543)
H (0.676, -3.093, -6.180)
H (1.123, -0.597, -4.803)
N (2.853, 1.326, -0.696)
C (3.020, 1.118, -1.998)
C (4.351, 0.851, -2.133)
C (4.925, 0.621, -0.792)
C (3.976, 1.127, 0.072)
H (1.671, 1.562, -0.353)
H (2.149, 1.137, -2.717)
H (5.008, 0.817, -3.073)
H (6.095, 0.446, -0.617)
H (3.892, 1.138, 1.156)
N (-0.409, -3.625, 0.299)
C (-1.529, -4.056, 0.833)
C (-1.528, -5.460, 0.566)
C (-0.312, -5.696, -0.366)
C (0.291, -4.516, -0.448)
H (0.144, -2.764, 0.389)
H (-1.961, -3.469, 1.506)
H (-2.370, -5.853, 0.880)
H (0.070, -6.440, -0.783)
H (1.017, -3.899, -0.965)
N (-3.485, -0.813, -1.272)
C (-4.052, -2.094, -1.009)
C (-5.006, -2.408, -2.027)
C (-5.134, -1.090, -2.752)
C (-4.193, -0.175, -2.201)
H (-2.837, -0.342, -0.446)
H (-3.541, -2.759, -0.317)
H (-5.609, -3.265, -2.168)
H (-5.726, -0.938, -3.701)
H (-3.863, 0.761, -2.356)

Cartesian forces, eV/Å:
O -6.2915 -5.2162 -4.2562
H 8.8744 6.9614 2.9515
H -0.4280 -0.3367 -1.2703
H -2.3803 -1.3888 2.0194
P 1.7181 -7.7476 -2.7027
O -0.0758 3.0709 0.4759
O -0.5288 1.4317 1.3309
O 0.1739 2.1057 1.4011
O 1.1203 1.8675 -0.1316
N -0.4679 -0.3347 -1.4800
C 0.4806 2.8563 -1.6799
C 2.0771 -0.4068 -2.5851
C -2.4008 -1.6116 2.5768
C -0.6986 -0.4015 1.0943
H -2.4817 -0.3777 2.0855
H 1.2716 -1.3280 2.1476
H -1.1779 -0.5175 0.9899
H 0.0977 1.4861 -0.7859
H 2.1998 0.0086 -0.4535
N -0.7691 0.4245 0.1893
C 1.1473 -2.4881 -1.8706
C 3.3525 -1.7963 -1.4311
C -1.6074 -0.0367 0.8326
C 0.2852 2.1011 1.4149
H -0.4219 2.8887 -0.9240
H -0.5397 0.7971 0.9136
H -0.5676 1.0287 0.2908
H -1.7061 -1.1311 0.3791
H 0.7366 -0.4386 -0.4544
N 3.9845 -1.8151 -2.9832
C -3.2306 0.1160 6.1859
C -1.4502 2.2670 1.8025
C -0.8004 0.6961 -2.4074
C -0.8371 -1.2738 4.2653
H -1.9729 2.6572 1.7991
H 1.7385 -0.7837 -4.1620
H 0.8926 -1.6273 1.0452
H 1.6441 -0.3683 -1.4957
H -0.6022 0.9066 -3.8508
N 0.1407 -0.7911 -2.2789
C -0.8063 -0.4519 0.1227
C 0.1588 -0.8254 3.3218
C 2.4792 3.5584 2.0692
C -0.5570 0.8375 -2.7029
H 1.0971 0.3190 4.8490
H -0.9345 -0.3780 1.2276
H -1.5212 -0.6318 -1.6947
H 1.4947 0.2747 -2.1361
H -1.2506 -1.6950 -0.6327
N -2.4919 1.7872 -2.7678
C -1.5815 -2.7532 -4.3946
C -0.8371 -1.3268 1.4886
C 2.9075 -0.0917 8.0633
C 1.7819 2.9071 -1.9170
H -0.1025 -0.6107 0.3533
H 0.5059 0.5150 -0.2337
H 0.1070 1.3640 -0.7177
H -0.6828 -0.1080 -1.6835
H 0.0233 -0.6430 0.7585
N -0.1354 -1.8197 0.9318
C -0.5936 -2.0073 -0.5625
C 1.0590 0.3246 -0.4250
C -1.7472 -0.6553 0.9390
C 1.8458 -2.1470 -1.9773
H -0.9017 1.2800 0.8407
H 2.0937 0.7901 -1.0722
H -0.5571 2.5237 0.3785
H -1.3434 -0.3189 1.1593
H 0.4951 1.7961 -0.2471
N -2.9976 0.7159 -2.6994
C 1.0438 -1.8179 1.6547
C -4.8689 -2.1050 -1.4236
C 4.2585 1.2255 1.7074
C 2.9760 5.1243 -1.8792
H 0.4901 -0.9166 1.9881
H -1.1361 -0.8155 -0.3978
H 4.2765 2.1281 2.9397
H -0.8436 -0.5218 0.1082
H -3.0596 -3.2082 -0.6517
N -0.5539 -0.3873 2.1595
C -0.0090 1.8104 1.8314
C 1.4643 4.1926 -0.7497
C 1.0365 -1.2667 0.1910
C -1.2261 0.7369 -0.8220
H -0.5393 -3.3437 -1.8849
H 1.3504 0.3073 -3.2870
H -0.4985 -1.3256 -0.0666
H -0.4103 0.0544 0.6645
H -1.0650 -2.4786 0.0878
N -4.8431 1.1929 2.7895
C 0.3477 0.5035 -1.5548
C 3.1416 -1.6706 -1.2189
C 2.6042 1.6935 -1.5183
C -0.8568 -1.2787 -0.4046
H 3.7870 -1.1822 -0.3585
H 1.3353 0.3586 0.8823
H -1.4538 -0.3549 1.4282
H -3.0429 0.3198 -0.2263
H 0.1850 0.2419 -0.3762
N 2.9802 2.6565 -1.1933
C 2.6591 -5.2144 -1.8314
C 4.7241 4.3336 -2.6728
C -5.6202 4.8178 5.0080
C -0.2288 2.6465 0.6054
H -1.8805 0.1254 0.4602
H -2.5394 2.0460 2.5914
H -3.5797 -3.4895 1.0445
H 2.3703 -6.9113 -3.3910
H 0.7803 -1.6103 -0.5774
N -0.1024 -2.0882 4.3113
C 0.1908 0.0854 -2.4794
C 1.8969 4.9791 1.0541
C 0.4184 -0.6934 -0.2281
C -1.9762 -4.3683 -0.6858
H -1.9269 -1.3364 -3.2911
H -0.3198 0.2406 -0.0200
H -0.2434 -0.6765 -0.0463
H 0.6537 -0.0411 1.4076
H 0.3467 3.2983 -1.3049

=====

The following is a quantum chemistry calculation of a structure of composition C30H37Cl3FGeN2O3OsPS at a distorted geometry, from the Open Molecules 2025 dataset.

Net charge: +3
LUMO level (alpha / beta): -9.6814 / -11.2476 eV
Relative energy (zero: lowest compared OMol25 entry of this formula, charge and spin): 0.00 kcal/mol
Multiplicity: 6
Electronic energy: -160202.7004 eV

Geometry (Å):
Os (1.402, -0.612, 1.155)
C (-4.208, -0.636, -4.187)
C (-4.678, -1.125, -2.817)
C (-6.001, -0.493, -2.405)
C (-5.838, 1.010, -2.214)
C (-4.691, 1.309, -1.310)
C (-4.658, 2.492, -0.600)
C (-3.598, 2.770, 0.260)
F (-3.605, 3.897, 0.951)
C (-2.545, 1.889, 0.417)
C (-2.547, 0.684, -0.288)
C (-1.425, -0.230, -0.150)
O (-0.396, 0.126, 0.509)
C (-1.570, -1.478, -0.818)
C (-2.673, -1.699, -1.635)
N (-3.641, -0.821, -1.822)
C (-3.635, 0.377, -1.153)
C (-0.611, -2.602, -0.664)
O (-0.778, -3.638, -1.316)
O (0.354, -2.524, 0.170)
H (-4.982, -0.850, -4.919)
H (-3.301, -1.150, -4.492)
H (-4.022, 0.435, -4.187)
H (-4.784, -2.214, -2.843)
H (-6.363, -0.946, -1.480)
H (-6.737, -0.700, -3.180)
H (-6.747, 1.447, -1.804)
H (-5.680, 1.506, -3.177)
H (-5.453, 3.214, -0.715)
H (-1.730, 2.124, 1.080)
H (-2.736, -2.644, -2.162)
C (4.662, 1.713, 1.241)
C (4.526, 0.958, -0.074)
C (5.401, -0.285, -0.028)
P (2.744, 0.612, -0.504)
C (1.795, 2.226, -0.685)
C (2.492, 3.277, -1.543)
C (1.412, 2.829, 0.671)
C (2.727, -0.197, -2.201)
C (2.902, -1.712, -2.111)
C (3.760, 0.397, -3.157)
H (5.718, 1.890, 1.427)
H (4.273, 1.112, 2.062)
H (4.175, 2.682, 1.227)
H (4.853, 1.603, -0.902)
H (5.083, -0.955, 0.771)
H (6.418, 0.028, 0.199)
H (5.419, -0.834, -0.964)
H (0.867, 1.910, -1.184)
H (3.480, 3.515, -1.161)
H (1.910, 4.195, -1.516)
H (2.570, 2.972, -2.580)
H (2.248, 3.357, 1.118)
H (1.054, 2.068, 1.373)
H (0.620, 3.559, 0.523)
H (1.720, 0.016, -2.585)
H (3.919, -1.996, -1.856)
H (2.681, -2.155, -3.080)
H (2.233, -2.151, -1.373)
H (4.771, 0.113, -2.884)
H (3.711, 1.479, -3.222)
H (3.573, 0.003, -4.155)
S (1.568, 0.594, 5.752)
C (1.783, 0.591, 4.060)
N (0.967, -0.166, 3.368)
C (0.098, -0.846, 4.187)
C (-0.880, -1.763, 3.800)
C (-1.671, -2.344, 4.775)
C (-1.509, -2.020, 6.120)
C (-0.534, -1.125, 6.527)
C (0.269, -0.544, 5.554)
H (2.541, 1.199, 3.595)
H (-0.999, -2.009, 2.755)
H (-2.440, -3.046, 4.495)
H (-2.155, -2.471, 6.856)
H (-0.408, -0.877, 7.568)
Cl (3.039, -4.630, -0.343)
Ge (0.899, -4.892, -0.047)
Cl (3.097, -1.725, 1.851)
Cl (0.494, -5.065, 2.076)

Cartesian forces, eV/Å:
Os -2.3765 0.4697 -0.0974
C -0.0754 -0.1530 0.1641
C -0.7115 -0.0762 -0.8679
C 0.0471 0.0645 0.1113
C -0.3167 -0.0956 -0.2686
C 0.2287 0.0130 0.1870
C 0.1881 -0.2240 -0.1146
C 0.5385 -0.5755 0.0748
F 0.0009 0.0754 -0.0199
C -0.3323 0.5277 0.0020
C 0.3135 -0.1973 -0.0551
C -2.0273 -1.1346 -1.6863
O 2.2250 0.3329 1.3653
C 0.6271 0.6043 0.6714
C -0.1910 -0.0004 -0.1044
N 0.7244 -0.7059 0.2865
C 0.2265 0.8458 0.6189
C -0.9013 0.6575 -0.4403
O 0.5213 -0.8455 0.2693
O 1.4153 0.1804 1.0166
H -0.0232 -0.0058 -0.0839
H 0.1195 -0.0412 -0.0647
H 0.0493 0.0988 -0.0177
H 0.0530 0.1612 0.1145
H 0.0016 -0.0439 0.0126
H -0.0085 -0.0456 0.0136
H -0.0082 -0.0457 0.0121
H 0.0076 -0.0210 0.0229
H -0.0940 0.0567 0.0598
H 0.0449 0.0784 0.1130
H -0.1396 0.0909 -0.0384
C -0.0577 0.1665 -0.1113
C -0.3177 -0.1141 0.2615
C -0.0218 -0.1742 -0.0465
P 0.2704 0.8594 -1.1814
C -0.1468 -0.3280 0.2943
C 0.0543 -0.2272 -0.1302
C 0.0821 -0.2479 -0.0214
C -0.2113 -0.2414 0.3792
C -0.1966 0.0212 0.0811
C -0.0110 0.2605 0.0671
H 0.0726 -0.0184 0.0872
H 0.0225 -0.0079 0.1713
H -0.0768 0.0996 0.0592
H -0.2169 -0.0774 0.0097
H 0.2381 0.0816 -0.1775
H 0.0595 -0.0004 -0.0477
H 0.0549 -0.0550 -0.0545
H 0.1701 -0.0802 0.0406
H 0.1863 0.0654 0.0296
H -0.0989 0.0459 0.0272
H 0.0377 0.0673 -0.0890
H 0.0511 0.0143 0.1022
H -0.0742 0.1886 0.1153
H -0.1146 0.0004 0.0264
H 0.0578 0.0611 0.1551
H 0.0530 0.0129 0.0539
H -0.0344 -0.0297 -0.0768
H -0.0060 -0.0728 -0.0617
H 0.1296 -0.0466 0.0565
H 0.0554 0.0492 -0.0605
H -0.0545 -0.0553 -0.0013
S -0.1436 -0.1505 -0.7097
C 0.0866 0.3262 0.4357
N 0.5522 0.0029 -1.3295
C -0.7786 -0.5594 0.9081
C 0.0528 0.0499 0.0950
C 0.1086 0.1435 -0.3959
C 0.3068 0.2827 0.2309
C -0.2102 -0.1346 -0.0340
C 0.0481 -0.0280 -0.4448
H 0.1375 0.0704 -0.0225
H -0.0986 -0.0937 -0.1613
H -0.0416 -0.0828 -0.0663
H -0.0388 -0.0633 0.1031
H 0.0080 0.0079 0.1358
Cl -0.7611 -0.1330 0.0339
Ge 0.0171 0.7855 0.3793
Cl 0.6339 -0.7080 0.3186
Cl 0.0378 0.0213 -0.6908